[1]
A 10-piece molecular cluster, C25H43Cl3O33S6 overall. Source: the OMol25 dataset; level of theory: ωB97M-V/def2-TZVPD.

Geometry as XYZ:
```
110
C25H43Cl3O33S6, DFT ωB97M-V/def2-TZVPD
C -7.76 -4.34 -6.83
C -7.32 -4.98 -5.43
C -5.83 -5.07 -5.09
O -5.83 -4.68 -3.69
C -6.96 -3.95 -3.48
O -7.04 -3.26 -2.47
O -7.87 -4.09 -4.45
H -6.99 -3.60 -7.05
H -8.76 -3.91 -6.81
H -7.92 -5.11 -7.59
H -7.65 -6.01 -5.27
H -5.22 -4.53 -5.81
H -5.49 -6.09 -5.25
C -3.82 4.77 -4.36
C -4.63 3.78 -5.24
C -5.10 2.47 -4.69
O -6.52 2.58 -4.89
C -6.95 3.70 -5.40
O -8.12 4.04 -5.66
O -5.84 4.48 -5.63
H -2.92 4.24 -4.06
H -4.34 5.21 -3.51
H -3.56 5.62 -4.99
H -4.03 3.60 -6.12
H -4.88 2.22 -3.66
H -4.85 1.59 -5.29
C 4.64 3.23 4.33
C 4.31 2.41 5.65
C 3.99 1.01 5.42
O 4.43 0.52 6.63
C 5.52 1.17 6.94
O 6.44 0.72 7.63
O 5.40 2.42 6.52
H 3.69 3.42 3.83
H 5.28 2.73 3.61
H 4.99 4.24 4.57
H 3.52 2.81 6.28
H 4.53 0.46 4.65
H 2.93 0.75 5.47
O 0.11 -2.61 9.64
S 0.16 -4.05 9.99
O -1.08 -4.68 10.48
O 0.82 -4.96 8.77
C 2.02 -5.66 9.13
C 2.04 -5.78 10.65
O 1.46 -4.51 10.96
H 2.02 -6.61 8.60
H 2.77 -4.98 8.73
H 3.02 -5.69 11.13
H 1.52 -6.67 11.00
O 6.87 7.11 -5.68
S 5.41 7.26 -5.52
O 4.88 8.52 -5.93
O 4.63 6.01 -6.29
C 4.30 4.92 -5.48
C 3.97 5.71 -4.17
O 4.99 6.79 -3.98
H 3.42 4.39 -5.87
H 5.09 4.18 -5.38
H 3.83 5.08 -3.29
H 2.99 6.15 -4.32
O 1.21 0.04 -0.79
S -0.12 -0.55 -0.46
O -1.00 -1.10 -1.47
O 0.03 -1.71 0.70
C -1.18 -1.76 1.50
C -1.68 -0.27 1.55
O -1.07 0.36 0.45
H -1.92 -2.36 0.97
H -1.09 -2.19 2.50
H -1.49 0.32 2.45
H -2.77 -0.16 1.50
O 2.07 -7.75 -8.88
S 1.90 -6.84 -7.76
O 0.53 -6.80 -7.28
O 2.98 -7.08 -6.57
C 3.26 -5.84 -5.84
C 3.03 -4.74 -6.92
O 2.46 -5.32 -8.00
H 2.53 -5.78 -5.04
H 4.26 -5.83 -5.41
H 3.90 -4.11 -7.15
H 2.26 -4.08 -6.53
O -4.57 7.21 6.38
S -4.81 5.79 6.58
O -5.33 4.96 5.53
O -3.51 4.96 7.27
C -3.88 4.52 8.53
C -4.98 5.29 9.14
O -5.80 5.64 7.98
H -4.36 3.56 8.37
H -3.01 4.40 9.18
H -4.64 6.23 9.57
H -5.63 4.78 9.86
O 10.32 -0.98 -2.89
S 9.20 -0.56 -3.63
O 7.85 -1.00 -3.23
O 9.15 1.03 -3.87
C 9.87 1.39 -4.96
C 9.78 0.33 -6.05
O 9.45 -0.85 -5.30
H 9.45 2.38 -5.17
H 10.91 1.57 -4.70
H 10.63 0.42 -6.74
H 9.02 0.54 -6.80
Cl -10.08 -2.34 7.57
C -8.39 -2.65 7.88
Cl -7.81 -1.86 9.37
Cl -7.49 -2.00 6.56
H -8.18 -3.71 8.04
```

Calculated values
- charge = 0
- largest force on an atom (hartree/bohr) = 0.09966
- HOMO (eV) = -10.71
- lowest unoccupied orbital energy (eV) = -0.23
- HOMO-LUMO gap (Ha) = 0.3851
- multiplicity = 1
- structure (SMILES) = C[C@H]1COC(=O)O1.C[C@H]1COC(=O)O1.C[C@H]1COC(=O)O1.O=S1(=O)OCCO1.O=S1(=O)OCCO1.O=S1(=O)OCCO1.O=S1(=O)OCCO1.O=S1(=O)OCCO1.O=S1(=O)OCCO1.ClC(Cl)Cl



[2]
C35H47BrCdIN7O7S3Si as an isolated structure. Source: the OMol25 dataset; level of theory: ωB97M-V/def2-TZVPD.

Geometry as XYZ:
```
103
C35H47BrCdIN7O7S3Si, DFT ωB97M-V/def2-TZVPD
Cd -0.35 -0.22 0.01
C -1.71 -0.24 -3.72
C -1.96 -1.44 -2.86
C -2.56 -2.57 -3.36
C -2.75 -3.66 -2.50
C -2.36 -3.59 -1.19
C -1.77 -2.39 -0.70
N -1.57 -1.35 -1.58
N -1.30 -2.17 0.55
Si -1.82 -3.06 1.94
C -0.99 -4.74 2.07
C -1.40 -2.12 3.48
C -3.68 -3.31 1.93
H -2.17 -0.36 -4.71
H -0.64 -0.07 -3.85
H -2.12 0.66 -3.25
H -2.86 -2.62 -4.40
H -3.19 -4.58 -2.88
H -2.47 -4.43 -0.52
H 0.10 -4.62 2.10
H -1.23 -5.39 1.23
H -1.31 -5.24 2.99
H -0.33 -1.88 3.55
H -1.67 -2.71 4.36
H -1.95 -1.17 3.53
H -4.00 -4.06 1.20
H -4.18 -2.37 1.68
H -4.03 -3.62 2.92
O -0.47 1.90 5.15
C -1.57 2.41 4.57
C -2.45 3.12 5.39
C -3.60 3.66 4.86
C -3.90 3.52 3.50
C -3.03 2.82 2.70
C -1.85 2.26 3.20
C -0.98 1.49 2.26
O -1.33 1.45 1.03
N 0.10 0.93 2.80
N 0.86 0.15 1.93
C 1.84 -0.43 2.50
S 2.19 -0.22 4.21
C 3.32 -1.64 4.28
C 4.10 -1.68 2.99
S 2.92 -1.52 1.63
H -0.01 1.37 4.45
H -2.21 3.21 6.44
H -4.28 4.21 5.51
H -4.81 3.94 3.09
H -3.24 2.68 1.64
H 2.73 -2.55 4.41
H 3.97 -1.51 5.15
H 4.62 -2.63 2.85
H 4.82 -0.86 2.94
C 1.27 -0.63 -6.25
C 2.22 -0.16 -5.13
S 3.82 -0.88 -5.42
O 4.36 -0.31 -6.63
O 3.69 -2.31 -5.30
C 4.84 -0.30 -4.07
C 4.88 -1.23 -2.86
N 3.56 -1.44 -2.25
C 2.85 -0.47 -1.62
N 1.64 -0.89 -1.32
C 1.54 -2.18 -1.75
C 2.71 -2.54 -2.31
N 3.07 -3.87 -2.75
O 2.14 -4.62 -2.99
O 4.25 -4.16 -2.82
C 3.41 0.86 -1.27
H 0.31 -0.14 -6.14
H 1.12 -1.71 -6.19
H 1.68 -0.39 -7.23
H 1.89 -0.50 -4.15
H 2.35 0.92 -5.13
H 4.49 0.70 -3.80
H 5.82 -0.21 -4.53
H 5.52 -0.79 -2.10
H 5.29 -2.19 -3.14
H 0.65 -2.79 -1.61
H 4.42 0.77 -0.88
H 2.78 1.32 -0.50
H 3.43 1.54 -2.14
Br -0.21 3.97 -5.10
C -1.67 3.78 -3.91
C -2.90 4.23 -4.35
C -4.01 4.12 -3.52
C -3.89 3.55 -2.26
C -2.65 3.10 -1.83
C -1.53 3.22 -2.65
I 0.26 2.52 -1.86
H -2.99 4.68 -5.33
H -4.97 4.48 -3.87
H -4.75 3.45 -1.62
H -2.54 2.65 -0.85
C 3.60 4.43 1.80
C 2.95 3.05 1.84
O 1.92 2.91 0.86
H 4.32 4.53 2.61
H 2.84 5.21 1.92
H 4.11 4.59 0.85
H 2.56 2.84 2.83
H 3.69 2.28 1.61
H 1.14 3.38 1.16
```

Calculated values
- charge = 0
- largest force on an atom (hartree/bohr) = 0.01272
- HOMO (eV) = -7.52
- lowest unoccupied orbital energy (eV) = -0.48
- HOMO-LUMO gap (Ha) = 0.2587
- multiplicity = 1



[3]
The molecule CH2FNO2. Source: the OMol25 dataset; level of theory: ωB97M-V/def2-TZVPD.

Geometry as XYZ:
```
7
CH2FNO2, DFT ωB97M-V/def2-TZVPD
O -1.87 -0.93 -0.10
C -0.89 -0.26 -0.20
O -1.07 1.12 -0.26
N 0.36 -0.91 -0.38
F 1.36 0.08 -0.31
H -0.21 1.38 -0.62
H 0.36 -1.83 0.21
```

Calculated values
- charge = 0
- largest force on an atom (hartree/bohr) = 0.06323
- HOMO (eV) = -11.09
- lowest unoccupied orbital energy (eV) = 0.58
- HOMO-LUMO gap (Ha) = 0.4290
- multiplicity = 1
- structure (SMILES) = O=C(O)NF